ORCA calculation (ωB97M-V with the def2-TZVPD basis set) on a cluster of 3 separate species, C20H43N6O6 in total.

For the orbital gap, the calculation gives 5.05 eV. The LUMO energy comes out at -4.91 eV. For the molar mass, the calculation gives 463.60 g/mol. The calculation puts the HOMO energy at -9.97 eV. The charge is +1. The total energy is -1567.43822 a.u.

Geometry as XYZ:
```
75
Properties=species:S:1:pos:R:3:lowdin_charge:R:1
N -5.936 -6.990 0.008 0.064
C -4.839 -7.997 0.065 -0.619
N -5.184 -9.145 -0.761 0.092
N -4.833 -8.495 1.481 0.071
C -3.448 -7.329 -0.243 -0.099
O -3.113 -7.282 -1.658 -0.003
C -2.463 -6.125 -2.016 -0.426
O -3.025 -5.347 -2.734 0.200
C -1.034 -5.718 -1.558 -0.001
C -0.771 -5.244 -0.198 0.060
C 0.560 -4.827 0.195 0.014
N 1.562 -4.899 -0.737 0.082
C 1.406 -5.344 -2.033 0.006
C 0.108 -5.760 -2.512 0.078
H -5.805 -6.278 0.729 0.069
H -6.776 -7.540 0.230 0.087
H -4.828 -9.085 -1.713 0.080
H -4.943 -10.017 -0.296 0.082
H -3.882 -8.618 1.829 0.065
H -5.391 -7.892 2.079 0.071
H -3.508 -6.262 0.131 0.127
H -2.590 -7.818 0.294 0.134
H -1.599 -5.187 0.544 0.129
H 0.770 -4.460 1.222 0.145
H 2.503 -4.606 -0.455 0.182
H 2.302 -5.373 -2.696 0.153
H -0.034 -6.100 -3.562 0.142
C 0.350 2.675 0.667 -0.115
O 1.444 1.909 1.144 -0.201
C 1.648 2.023 2.551 -0.204
C 1.309 0.713 3.251 -0.207
N -0.132 0.466 3.248 -0.048
C -0.500 -0.880 3.678 -0.192
C -0.025 -2.053 2.814 -0.232
O -0.623 -2.104 1.521 -0.210
C 0.021 -1.304 0.538 -0.096
H 0.369 2.651 -0.423 0.084
H -0.603 2.252 1.002 0.079
H 0.429 3.716 0.991 0.089
H 1.093 2.863 2.982 0.127
H 2.713 2.224 2.698 0.124
H 1.663 0.755 4.285 0.126
H 1.851 -0.088 2.732 0.099
H -0.490 0.609 2.311 0.067
H -1.593 -0.910 3.707 0.123
H -0.155 -1.030 4.706 0.123
H -0.340 -2.972 3.320 0.117
H 1.068 -2.111 2.743 0.106
H 1.099 -1.229 0.703 0.090
H -0.428 -0.310 0.503 0.077
H -0.148 -1.768 -0.437 0.082
C 2.405 9.816 -2.707 -0.112
O 2.194 9.417 -1.363 -0.195
C 0.893 8.887 -1.125 -0.212
C 0.964 7.392 -0.838 -0.211
N 1.301 6.635 -2.042 -0.050
C 1.626 5.233 -1.786 -0.198
C 2.863 4.935 -0.930 -0.227
O 4.089 5.296 -1.546 -0.176
C 4.469 6.652 -1.367 -0.094
H 3.356 10.347 -2.756 0.090
H 2.461 8.948 -3.371 0.076
H 1.615 10.491 -3.046 0.089
H 0.202 9.105 -1.946 0.123
H 0.509 9.389 -0.232 0.121
H -0.005 7.052 -0.460 0.121
H 1.713 7.242 -0.051 0.102
H 2.098 7.068 -2.492 0.067
H 1.778 4.766 -2.764 0.121
H 0.754 4.746 -1.338 0.093
H 2.909 3.848 -0.799 0.114
H 2.791 5.354 0.081 0.110
H 4.136 7.055 -0.407 0.090
H 4.092 7.265 -2.189 0.071
H 5.559 6.702 -1.401 0.090
```



ORCA calculation (ωB97M-V with the def2-TZVPD basis set) on a structure of composition C38H46BrCl2N8O4PSTa.

For the orbital gap, the calculation gives 5.43 eV. The LUMO energy comes out at -9.68 eV. For the molar mass, the calculation gives 1073.64 g/mol. The calculation puts the HOMO energy at -15.11 eV. The charge is +3. The total energy is -6504.96824 a.u. The calculation puts the relative energy (zero: lowest compared OMol25 entry of this formula, charge and spin) at 57.3 kcal/mol.

Geometry as XYZ:
```
102
Properties=species:S:1:pos:R:3:lowdin_charge:R:1
Ta 0.160 -0.198 0.116 1.944
Cl 3.361 -1.906 -5.855 0.765
C 2.560 -2.016 -4.347 -0.669
C 2.442 -0.877 -3.571 -0.016
C 1.760 -0.940 -2.358 -0.223
N 1.615 0.065 -1.381 -0.071
C 2.377 1.228 -1.525 -0.446
O 2.818 1.670 -2.549 0.160
C 2.594 1.901 -0.229 -0.206
C 3.567 2.868 -0.099 0.061
C 3.697 3.514 1.121 0.025
C 2.813 3.179 2.134 -0.003
C 1.866 2.197 1.910 -0.112
N 1.765 1.534 0.756 0.001
C 1.174 -2.139 -1.963 -0.244
C 1.349 -3.302 -2.707 -0.029
C 2.041 -3.243 -3.900 -0.671
Cl 2.242 -4.667 -4.824 0.767
N 0.498 -2.030 -0.742 -0.058
C -0.240 -3.117 -0.262 -0.429
O -0.822 -3.929 -0.927 0.147
C -0.244 -3.116 1.224 -0.190
C -0.477 -4.261 1.952 0.059
C -0.416 -4.177 3.339 0.022
C -0.169 -2.945 3.921 0.003
C 0.030 -1.838 3.112 -0.091
N 0.020 -1.926 1.782 0.014
H 2.895 0.036 -3.915 0.110
H 4.196 3.090 -0.951 0.145
H 4.454 4.272 1.269 0.138
H 2.849 3.674 3.094 0.129
H 1.162 1.927 2.662 0.058
H 0.939 -4.247 -2.387 0.118
H -0.686 -5.187 1.434 0.144
H -0.558 -5.060 3.949 0.137
H -0.131 -2.835 4.995 0.127
H 0.199 -0.858 3.532 0.080
C -1.261 -1.487 -6.035 -0.003
C -1.177 -0.514 -4.897 -0.200
C -1.207 0.865 -5.092 0.042
C -1.127 1.734 -4.010 -0.033
C -1.000 1.142 -2.779 -0.654
Br -0.908 2.164 -1.153 1.010
N -0.941 -0.148 -2.535 -0.062
C -1.037 -0.967 -3.588 -0.070
H -1.802 -1.062 -6.877 0.098
H -1.746 -2.413 -5.730 0.095
H -0.256 -1.740 -6.382 0.098
H -1.290 1.271 -6.093 0.143
H -1.154 2.808 -4.129 0.128
H -0.970 -2.029 -3.380 0.127
O -0.657 0.766 1.895 -0.473
P -1.613 1.555 2.823 0.602
N -3.109 0.891 2.706 -0.183
C -3.232 -0.561 3.011 -0.189
C -4.708 -0.760 3.350 -0.146
C -5.090 0.566 4.005 -0.135
C -4.361 1.583 3.135 -0.180
N -1.070 1.451 4.368 -0.172
C -2.010 1.893 5.439 -0.152
C -1.222 1.751 6.751 -0.129
C -0.014 0.892 6.379 -0.145
C 0.277 1.338 4.954 -0.197
N -1.799 3.110 2.393 -0.171
C -2.694 3.579 1.308 -0.215
C -2.136 4.954 0.955 -0.156
C -1.639 5.464 2.309 -0.137
C -0.987 4.228 2.924 -0.159
H -2.619 -0.816 3.882 0.115
H -2.884 -1.158 2.167 0.084
H -4.858 -1.617 4.002 0.131
H -5.306 -0.906 2.448 0.086
H -4.732 0.596 5.034 0.108
H -6.163 0.744 4.020 0.131
H -4.151 2.522 3.643 0.115
H -4.963 1.801 2.250 0.112
H -2.886 1.248 5.433 0.092
H -2.340 2.922 5.278 0.114
H -1.830 1.295 7.528 0.124
H -0.899 2.727 7.112 0.123
H -0.277 -0.168 6.396 0.114
H 0.839 1.047 7.036 0.128
H 0.901 0.634 4.408 0.092
H 0.781 2.311 4.981 0.124
H -3.715 3.679 1.678 0.112
H -2.701 2.877 0.472 0.028
H -2.896 5.597 0.516 0.128
H -1.304 4.871 0.252 0.094
H -2.486 5.789 2.915 0.128
H -0.937 6.290 2.225 0.127
H -0.997 4.243 4.014 0.114
H 0.051 4.149 2.587 0.101
C -4.547 -0.406 0.249 -0.211
S -3.171 -0.695 -0.852 0.976
C -3.559 -2.367 -1.339 -0.191
O -1.971 -0.837 0.123 -0.681
H -5.406 -0.162 -0.377 0.094
H -4.288 0.445 0.879 0.036
H -4.750 -1.292 0.848 0.057
H -4.488 -2.333 -1.911 0.089
H -3.673 -2.989 -0.452 0.083
H -2.755 -2.750 -1.963 0.044
```